1.
An isolated ion of composition C6H12NO4 and charge +1 in a non-equilibrium geometry, computed with ωB97M-V with the def2-TZVPD basis set.

**Frontier orbital gap**: 10.42 eV
**LUMO energy**: -3.626 eV
**E_HOMO**: -14.04 eV
**SMILES**: CCOC(=O)[C@@](C)(O)C(=[NH2+])O
**Net charge**: +1

Element x y z (Å)
C  0.787315  0.186140  -0.188727
C  -0.629956  -0.704921  -0.409498
C  1.083690  1.084554  -1.446490
C  -2.810944  -0.112717  1.273292
C  -2.939072  -0.353861  -0.283841
C  2.275847  -0.486868  -0.017624
N  2.970759  0.157303  0.832254
O  0.623211  1.100491  0.922695
O  -0.618432  -1.849135  -0.016367
O  2.571786  -1.442933  -0.831749
O  -1.628369  -0.010980  -0.824859
H  1.697798  1.930476  -1.118389
H  1.584810  0.475625  -2.142974
H  0.184466  1.494434  -1.799993
H  -2.321541  -1.038075  1.611899
H  -2.274012  0.745669  1.407416
H  -3.763904  -0.022174  1.776083
H  -3.682165  0.247671  -0.817365
H  -3.089260  -1.427422  -0.611162
H  -0.126696  0.759757  1.500662
H  4.008936  -0.010019  0.838300
H  2.559589  1.038858  1.278410
H  3.536149  -1.761868  -0.931983

Atomic forces in eV per Å
-0.08 0.99 -1.16
3.38 -1.54 1.83
0.30 -0.20 2.44
-1.67 -3.47 -2.14
-0.30 -1.33 0.42
-4.39 0.36 -0.50
2.94 0.97 0.67
-1.48 -1.69 0.08
-0.18 0.81 -0.46
1.82 -0.52 -0.04
0.00 1.67 -0.60
0.12 -0.24 -0.13
0.48 -0.41 -1.31
-1.23 0.33 -0.68
0.03 0.66 0.46
1.48 2.27 0.53
-0.25 -0.02 -0.06
0.50 0.16 0.24
-0.14 1.13 0.90
1.43 0.62 -0.81
-1.40 0.43 0.43
0.43 -1.79 -0.64
-1.79 0.83 0.55

=====

2.
One molecule with the formula C14H13NO2S in a non-equilibrium geometry, computed with ωB97M-V with the def2-TZVPD basis set.

**Frontier orbital gap**: 8.36 eV
**LUMO energy**: 0.421 eV
**E_HOMO**: -7.94 eV
**SMILES**: COc1ccc(C=O)cc1CSc1ccccn1

Element x y z (Å)
C  -1.811027  -3.479748  0.012519
H  -0.921630  -4.240591  -0.032504
O  -1.045003  -2.147943  0.013834
C  -1.883276  -1.132854  -0.007115
C  -3.299657  -1.231013  -0.254512
C  -4.033817  0.074038  -0.055623
C  -3.355394  1.224942  0.176250
C  -1.895945  1.321719  0.006852
C  -1.257069  0.123325  0.037595
C  0.320817  -0.065947  0.254245
H  0.491965  -0.239840  1.254012
H  0.581180  -0.584918  -0.606523
S  1.175620  1.391363  -0.010796
C  2.830565  1.084034  0.059421
N  3.001578  -0.325094  -0.043870
C  4.187068  -0.782604  0.147780
C  5.391338  -0.081627  -0.049447
C  5.097506  1.399359  -0.084381
C  3.946156  2.035290  -0.167015
H  3.583007  3.027875  -0.030751
H  5.917194  2.134074  -0.353328
H  6.234730  -0.231149  0.008488
H  4.358275  -1.711809  0.132875
H  -1.377520  2.270534  0.391092
C  -3.970019  2.805124  -0.236148
O  -5.077844  2.801880  -0.104936
H  -3.284097  3.324842  0.105176
H  -5.016216  0.370183  -0.232679
H  -3.978478  -1.998339  -0.081577
H  -2.360062  -3.606015  -0.952828
H  -2.549933  -3.529097  0.703890

Atomic forces in eV per Å
4.93 0.19 -4.13
-2.10 1.27 0.76
-1.64 -3.75 0.37
-3.27 0.71 -1.49
0.36 5.05 2.27
3.38 -1.30 -0.55
3.51 3.48 -3.88
-1.82 -0.23 3.16
3.12 0.41 0.65
-3.24 1.59 -1.70
0.55 -2.09 1.82
0.97 -2.47 -0.32
-0.73 5.21 -0.43
1.73 -3.77 -2.25
-1.80 3.76 1.76
3.85 5.39 -1.83
-17.76 8.38 0.28
5.20 -1.08 -2.04
-6.07 -2.84 2.35
0.93 1.01 -0.46
-0.14 -1.28 0.81
15.04 -3.98 1.02
0.26 -7.66 0.35
-0.58 -1.32 -1.34
1.79 -11.48 1.41
-9.76 2.60 -0.90
6.72 7.03 1.70
-2.27 -1.02 -0.26
-0.34 -2.05 -0.39
0.66 0.45 0.38
-1.47 -0.20 2.89

=====

3.
C16H26GaN6O6S as an isolated structure in a non-equilibrium geometry, computed with ωB97M-V with the def2-TZVPD basis set.

**Frontier orbital gap (alpha / beta)**: 6.06 / 6.08 eV
**LUMO energy (alpha / beta)**: -4.647 / -4.649 eV
**E_HOMO (alpha / beta)**: -10.71 / -10.73 eV
**Net charge**: +1

Element x y z (Å)
O  2.891463  -1.509125  -2.041266
H  3.752923  -1.713405  -2.437906
Ga  -0.184047  -0.205535  -0.388490
N  -0.477524  -0.717357  1.462467
N  0.298998  -2.036897  -0.480009
N  -0.445935  1.674654  0.068522
N  0.592809  0.596115  -2.026300
O  -0.652694  0.080868  2.472545
O  -1.166527  2.101310  1.134548
O  1.180162  0.087213  -3.166763
O  0.606296  -2.583017  -1.628832
C  -0.092934  -2.809785  0.572884
C  -0.569334  -2.063386  1.660857
C  -0.354574  2.479021  -1.013640
C  0.210736  1.881318  -2.171738
C  -1.200111  -2.577422  2.892166
H  -2.235551  -2.215092  2.955741
H  -0.686258  -2.295955  3.820832
H  -1.240521  -3.671857  2.836686
C  -0.015974  -4.274493  0.465313
H  1.001774  -4.586869  0.190612
H  -0.690025  -4.662689  -0.311890
H  -0.288112  -4.757502  1.406193
C  -0.936588  3.857459  -0.995433
C  0.439417  2.629324  -3.457015
H  -1.086621  4.250477  0.017699
H  -1.912887  3.843102  -1.512830
H  -0.307958  4.553967  -1.571699
H  0.652366  1.913757  -4.268144
H  1.307673  3.304125  -3.299265
H  -0.444996  3.254520  -3.702000
H  -1.103223  1.232191  1.755253
H  1.661846  -0.768447  -2.873813
C  3.117740  -0.909496  -0.757709
H  2.461010  -1.416959  -0.063348
H  2.870036  0.154676  -0.768477
H  4.173905  -1.067362  -0.454099
O  2.260753  0.727279  1.798760
H  2.538396  1.641539  1.592054
H  1.400559  0.835725  2.316179
N  -1.232197  -1.565050  -2.978470
C  -2.265374  -1.073441  -2.305818
N  -2.155206  -0.527932  -1.092664
C  -3.408352  -0.231281  -0.563810
C  -3.726387  0.192169  0.726637
C  -5.073124  0.448922  1.054736
C  -6.091059  0.271546  0.083681
C  -5.766845  -0.176083  -1.197362
C  -4.435965  -0.455486  -1.485310
S  -3.858896  -1.126747  -2.989146
H  -1.505576  -1.955617  -3.874280
H  -0.367310  -2.000661  -2.412688
H  -2.915476  0.274578  1.451391
H  -5.316591  0.789071  2.076091
H  -7.141078  0.490246  0.359039
H  -6.516365  -0.303502  -1.979172

Atomic forces in eV per Å
1.05 0.07 -0.30
-0.46 0.13 0.03
-1.55 -0.66 0.19
0.01 -3.15 1.08
-0.46 -2.57 1.16
-0.55 3.17 -2.56
-0.27 3.15 -2.18
-0.69 0.80 0.27
0.68 -0.56 -0.87
0.02 -0.72 1.22
0.02 -0.55 0.32
1.05 0.88 -2.97
-0.16 3.50 0.69
-1.57 -0.41 4.47
1.96 -3.32 -1.28
-0.06 -0.80 0.38
0.27 0.09 0.02
-0.05 0.08 -0.35
-0.04 0.30 0.20
-0.02 -0.74 0.05
-0.27 0.13 0.00
0.19 0.21 0.06
0.12 0.08 -0.16
0.03 0.26 -0.43
-0.16 0.02 0.22
0.11 -0.34 -0.31
0.24 -0.05 0.26
-0.13 -0.24 0.24
-0.10 0.55 0.41
-0.42 -0.32 -0.24
0.56 -0.37 0.16
0.43 0.56 0.67
-0.22 0.88 0.00
0.68 -0.41 -0.07
0.14 0.02 0.32
0.22 -0.02 -0.05
-0.72 0.29 -0.01
-1.55 0.85 0.41
-0.15 -0.64 0.30
1.48 -0.26 -0.76
-0.50 0.00 -0.05
0.64 -0.19 -0.21
1.24 -0.17 -0.22
-0.77 0.01 0.02
-0.33 0.04 0.07
0.27 -0.19 -0.41
0.08 0.27 0.59
-0.02 0.10 0.27
-0.91 0.36 0.17
0.12 0.26 0.54
0.49 -0.04 0.20
-0.42 0.04 -0.86
-0.50 0.10 -0.04
0.09 -0.26 -0.73
0.81 -0.18 -0.29
0.06 -0.02 0.37

=====

4.
One molecule with the formula C5H7NO2 in a non-equilibrium geometry, computed with ωB97M-V with the def2-TZVPD basis set.

**Frontier orbital gap**: 9.44 eV
**LUMO energy**: 0.472 eV
**E_HOMO**: -8.97 eV
**SMILES**: C#C[C@@]1(O)[C@H](N)[C@@H]1O

Element x y z (Å)
C  0.208940  -0.904691  -0.708130
C  -0.486588  0.403645  -1.067609
C  -0.306807  0.188518  0.260039
C  -1.259034  -0.126221  1.205468
C  -1.947539  -0.458434  2.178098
H  1.889942  -2.038839  0.023724
H  2.280179  -1.357125  -1.783139
H  -0.460605  -1.648478  -1.011302
H  -1.534644  0.223542  -1.376010
H  0.665949  1.980143  -0.990776
H  1.653136  0.523830  0.593598
H  -2.535746  -1.071668  2.956350
N  1.639048  -1.128060  -0.754901
O  0.394607  1.361473  -1.611328
O  0.769719  0.722043  1.069413

Atomic forces in eV per Å
0.26 0.26 -1.19
1.52 1.62 -4.18
3.77 -1.69 5.53
-4.34 -1.87 4.56
0.46 -0.89 -1.25
-0.94 3.56 -3.36
-3.33 0.88 3.98
-0.66 -1.58 0.29
0.81 0.82 -0.62
0.44 1.73 2.12
-1.88 0.07 0.71
1.29 1.76 -1.72
2.93 -3.44 0.23
-1.77 -1.71 -2.96
1.43 0.50 -2.14

=====

5.
A 3-piece molecular cluster, C5H15NO2 overall in a non-equilibrium geometry, computed with ωB97M-V with the def2-TZVPD basis set.

**Frontier orbital gap**: 8.31 eV
**LUMO energy**: 0.379 eV
**E_HOMO**: -7.93 eV
**SMILES**: CCC/C=C/N.O.O

Element x y z (Å)
C  0.417296  -0.781725  2.307396
C  -1.019294  -0.225544  1.904357
C  -0.951123  1.204653  1.331526
C  -0.057663  1.449318  0.119831
C  -0.438876  1.436638  -1.212890
N  0.577797  1.238720  -2.164976
H  0.412460  -0.818368  3.386550
H  1.268834  -0.229083  1.884175
H  0.637624  -1.769885  2.015855
H  -1.413321  -0.884201  1.072133
H  -1.642018  -0.073825  2.774592
H  -1.994753  1.662759  1.240530
H  -0.412813  1.740311  2.204271
H  1.093148  1.296939  0.150050
H  -1.447690  1.643964  -1.418033
H  1.298797  0.615729  -2.036809
H  0.276907  1.014868  -3.065927
H  -0.832571  -1.811693  -1.604743
H  -1.365981  -1.124128  -2.912236
O  -0.636986  -1.678680  -2.645877
H  1.605658  -1.272906  -0.398682
H  2.186139  -1.399470  -1.973997
O  2.438425  -1.234390  -0.957092

Atomic forces in eV per Å
-1.14 1.36 0.08
1.47 -0.39 -2.27
1.14 1.98 1.28
0.66 -1.49 -2.22
3.06 -0.62 3.54
-2.34 2.28 -0.52
0.62 0.30 0.36
-0.45 0.39 0.47
-0.35 -1.47 -0.57
-0.22 0.46 1.29
-0.39 -0.91 0.12
1.40 -0.64 -0.09
-1.07 -0.19 -1.18
-1.98 0.29 0.77
-1.12 0.03 -1.12
1.77 -1.45 1.70
-1.00 0.20 -1.61
0.71 0.49 -3.71
-0.40 0.31 -0.19
-0.29 -0.87 3.90
1.27 0.01 -1.43
0.38 0.36 3.73
-1.73 -0.42 -2.33

=====

6.
An isolated ion of composition C10H9BrN3 and charge +1 in a non-equilibrium geometry, computed with ωB97M-V with the def2-TZVPD basis set.

**Frontier orbital gap (alpha / beta)**: 7.11 / 7.11 eV
**LUMO energy (alpha / beta)**: -5.322 / -5.322 eV
**E_HOMO (alpha / beta)**: -12.43 / -12.43 eV
**Net charge**: +1

Element x y z (Å)
C  3.373143  -0.697715  0.166780
C  2.617782  -1.574214  -0.603300
C  2.803150  0.367790  0.780172
C  1.241965  -1.401047  -0.678671
C  1.427770  0.502430  0.811277
C  -1.656288  -1.367773  0.216028
C  0.646278  -0.380362  0.057099
C  -0.829534  -0.285006  -0.022038
C  -3.659519  -0.083582  0.331145
C  -0.940193  3.267502  -0.473237
N  -1.152685  2.068152  -0.367943
N  -1.389104  0.937432  -0.271205
N  -3.045545  -1.269827  0.225065
Br  -5.546867  -0.153190  0.052254
H  4.519962  -0.806137  0.046025
H  2.935166  -2.502160  -0.896079
H  3.455270  1.135742  1.316420
H  0.591451  -1.856506  -1.368497
H  0.995829  1.263777  1.390558
H  -1.322050  -2.499127  0.443056
H  -0.215695  3.604897  -1.227663
H  -1.494047  3.994927  0.019970
H  -3.356245  -2.266003  0.052791

Atomic forces in eV per Å
3.00 -1.18 -2.01
-1.88 1.05 1.63
0.74 2.14 1.67
0.40 1.63 0.70
0.00 -0.97 -0.93
1.01 -0.83 0.12
0.29 0.31 0.13
0.23 -1.30 1.55
-0.37 -0.78 0.11
1.49 1.57 -1.88
0.53 -1.86 1.06
-1.71 -0.99 -1.48
0.27 -0.94 -0.49
0.95 -0.21 0.01
-2.05 0.19 0.78
1.56 -1.77 -1.42
-1.03 -1.23 -0.75
-0.33 -1.33 -0.67
-0.61 0.94 0.67
-0.17 3.18 -0.63
-0.30 -0.28 0.18
-0.94 0.99 1.32
-1.07 1.66 0.33

=====

Electronic energy values (in hartree) by entry order: -591.24731, -1144.32654, -3727.87392, -399.73154, -404.65273, -3124.26651.